65
Properties=species:S:1:pos:R:3:forces:R:3 method="wB97M-V/def2-TZVPD" mol_weight_g_mol=794.62 homo_ev=-12.5 homo_lumo_gap_ev=4.5 total_charge=+2
Pd 1.0120 1.5826 0.9326 0.351 0.042 0.083
F -0.6352 5.3474 -1.0607 -0.014 0.001 0.011
C -1.0061 5.9770 0.0675 0.054 0.004 -0.021
F -1.2162 7.2599 -0.2428 -0.012 0.005 0.002
F -2.1797 5.4552 0.4535 -0.027 -0.002 0.001
C 0.0451 5.8363 1.1412 0.022 0.058 -0.006
C 0.7352 6.9507 1.5902 -0.024 -0.005 -0.026
C 1.7247 6.8048 2.5481 0.027 0.000 0.026
C 1.9856 5.5341 3.0235 -0.030 0.009 -0.038
N 1.3170 4.4568 2.6117 -0.001 0.052 -0.002
C 0.3643 4.5922 1.6884 0.023 -0.187 0.131
S -0.5369 3.1232 1.2682 -0.189 0.216 -0.034
H 0.4998 7.9245 1.1839 -0.004 -0.001 -0.001
H 2.2807 7.6549 2.9151 -0.001 0.000 -0.002
H 2.7552 5.3621 3.7673 -0.004 -0.006 0.004
C 5.9436 -8.0798 -5.7382 -0.009 0.005 0.024
O 5.3188 -6.7898 -5.9710 -0.005 -0.012 -0.043
C 5.5037 -5.7936 -5.1722 0.010 -0.002 0.030
C 6.3052 -5.8537 -3.9960 -0.017 0.009 -0.023
C 6.4356 -4.7340 -3.2467 0.001 0.081 0.026
C 5.7738 -3.5098 -3.6133 -0.055 -0.070 -0.102
C 4.9774 -3.4680 -4.8186 0.042 -0.028 0.062
C 4.8440 -4.5796 -5.5647 0.002 -0.011 -0.008
N 5.9609 -2.4972 -2.8030 -0.014 0.193 0.016
N 5.5363 -1.3196 -3.1124 0.013 -0.157 0.019
C 4.7625 -0.5078 -2.4946 -0.033 0.059 0.030
C 4.7028 0.8426 -3.0623 0.100 -0.058 -0.057
C 3.8705 1.7758 -2.6073 -0.079 0.087 0.050
C 2.9547 1.4940 -1.4947 0.319 -0.145 -0.199
O 2.1037 2.2761 -1.1418 -0.360 0.187 0.069
C 3.1018 0.1720 -0.8058 -0.028 -0.063 0.017
N 2.3604 0.0078 0.2930 -0.064 -0.264 0.150
C 2.3988 -1.1717 0.9180 0.112 0.037 -0.056
C 3.1947 -2.2198 0.4823 -0.050 0.007 0.056
C 3.9749 -2.0457 -0.6419 0.035 -0.081 -0.019
C 3.9382 -0.8249 -1.3091 0.001 0.036 -0.055
H 5.6149 -8.7006 -6.5624 -0.001 0.003 -0.003
H 5.5942 -8.4882 -4.7923 0.006 -0.007 -0.002
H 7.0257 -7.9698 -5.7530 0.001 0.002 0.000
H 6.8069 -6.7676 -3.7176 -0.001 -0.002 -0.004
H 7.0445 -4.7207 -2.3517 0.001 -0.015 -0.001
H 4.5142 -2.5383 -5.1205 0.005 0.011 0.014
H 4.2707 -4.5993 -6.4813 -0.001 0.002 0.001
H 5.3706 1.0283 -3.8936 -0.014 0.029 0.001
H 3.8118 2.7645 -3.0427 0.008 -0.008 -0.007
H 1.7742 -1.2749 1.7934 -0.025 0.015 0.023
H 3.1938 -3.1550 1.0233 -0.001 0.003 0.002
H 4.6033 -2.8524 -0.9900 -0.006 0.013 0.006
C -0.2731 2.3302 4.5736 0.004 0.058 -0.062
Te 1.4136 1.7466 3.4118 -0.063 -0.154 -0.122
C 0.8434 -0.2016 4.1465 0.031 0.076 -0.029
C 0.3424 0.1207 5.5319 0.005 -0.018 0.034
C 0.4221 -0.7820 6.5841 -0.012 -0.008 0.002
C -0.0644 -0.4344 7.8352 0.004 -0.002 -0.006
C -0.6228 0.8195 8.0415 -0.002 0.004 -0.014
C -0.6932 1.7303 6.9982 -0.010 0.006 0.014
C -0.2151 1.3835 5.7415 0.025 0.005 -0.014
H -1.1587 2.2150 3.9522 -0.014 0.006 0.003
H -0.1489 3.3775 4.8366 -0.033 -0.004 0.037
H 1.7000 -0.8737 4.1600 -0.013 -0.017 0.031
H 0.0575 -0.6114 3.5096 0.013 0.003 -0.020
H 0.8650 -1.7581 6.4275 -0.001 0.000 -0.001
H 0.0007 -1.1397 8.6524 -0.002 0.003 0.002
H -0.9949 1.0930 9.0193 0.001 -0.001 0.002
H -1.1194 2.7121 7.1624 0.001 0.000 -0.002